# 1
The following is a DFT calculation (ωB97M-V with the def2-TZVPD basis set) of an isolated molecule of C3H6N4S at a distorted geometry.

As for the SMILES: [H]/N=C\N=C/N(S)/C=N\[H]. For the molar mass, the calculation gives 130.176 g/mol. The value obtained for the orbital gap is 9.246 eV. As for the total charge: 0. The lowest unoccupied orbital energy is -0.3 eV. The strongest force on any atom is 6.76 eV/Å. For the total energy, the calculation gives -734.99580 Eh.

Last columns: bonded neighbours and bond lengths (Å).
Cartesian coordinates (Å):
1 H -1.14 1.58 3.24  N2 1.120
2 N -0.13 1.18 2.96  H1 1.120, C3 1.335
3 C -0.05 1.08 1.63  N2 1.335, N4 1.326, H11 1.004
4 N -0.87 1.44 0.65  C3 1.326, C5 1.343
5 C -0.60 0.92 -0.56  N4 1.343, N6 1.390, H12 1.110
6 N 0.22 -0.12 -0.99  C5 1.390, S7 1.786, C8 1.458
7 S 0.24 -0.41 -2.75  N6 1.786, H13 1.349
8 C 0.11 -1.44 -0.37  N6 1.458, N9 1.262, H14 1.144
9 N 0.61 -2.59 -0.37  C8 1.262, H10 1.038
10 H 1.21 -2.91 -1.15  N9 1.038
11 H 0.92 0.94 1.42  C3 1.004
12 H -1.30 1.26 -1.35  C5 1.110
13 H 1.42 0.25 -2.82  S7 1.349
14 H -0.65 -1.18 0.45  C8 1.144


# 2
The following is a DFT calculation (ωB97M-V with the def2-TZVPD basis set) of a cluster of 2 separate species, C3H6N5O2 in total at a distorted geometry.

For the molar mass, the calculation gives 144.114 g/mol. The value obtained for the orbital gap (alpha / beta) is 7.770 / 7.768 eV. As for the total charge: -1. The lowest unoccupied orbital energy (alpha / beta) is 3.9 / 3.9 eV. The strongest force on any atom is 3.74 eV/Å. For the total energy, the calculation gives -541.96994 Eh.

Last columns: bonded neighbours and bond lengths (Å).
Cartesian coordinates (Å):
1 C 0.32 0.80 0.50  C2 1.524, C3 1.535, H11 1.181, H12 1.048
2 C 1.82 0.70 0.21  C1 1.524, N4 1.501, H13 1.014, H14 1.053
3 C -0.38 -0.39 -0.15  C1 1.535, N6 1.336, N7 1.425
4 N 2.47 -0.65 0.21  C2 1.501, N5 1.238
5 N 1.75 -1.63 -0.04  N4 1.238, N7 1.341
6 N -1.65 -0.80 -0.01  C3 1.336, N8 1.335
7 N 0.42 -1.56 -0.19  C3 1.425, N5 1.341, H16 0.995
8 N -2.65 0.08 -0.06  N6 1.335, O9 1.253, O10 1.232
9 O -2.36 1.26 -0.34  N8 1.253
10 O -3.82 -0.29 0.08  N8 1.232
11 H 0.26 0.78 1.68  C1 1.181
12 H -0.18 1.66 0.17  C1 1.048
13 H 1.87 0.97 -0.76  C2 1.014
14 H 2.37 1.25 0.92  C2 1.053
15 H -0.12 0.21 -1.92  no bonds
16 H -0.13 -2.39 -0.28  N7 0.995